Entry 1:
ORCA calculation (the ωB97M-V functional and the def2-TZVPD basis) on 2 unconnected molecules or ions with the total composition C27H23O6S.

Its charge is -1.

Geometry as XYZ:
```
57
Properties=species:S:1:pos:R:3:mulliken_charge:R:1
C -4.59 -1.27 4.15 -1.33
C -3.82 -0.78 2.94 0.38
O -2.62 -0.12 3.42 -0.41
C -1.58 0.10 2.55 0.84
C -0.79 1.23 3.02 -0.73
S 0.76 1.56 2.47 0.53
C 1.88 0.19 2.85 0.06
C 2.10 -0.83 1.91 -0.10
C 3.04 -1.84 2.17 -0.50
C 3.76 -1.84 3.37 -0.38
C 3.52 -0.83 4.31 -0.41
C 2.59 0.18 4.05 -0.51
O 1.32 2.72 3.20 -0.82
O -1.36 -0.57 1.54 -0.74
H -5.58 -1.57 3.80 0.39
H -4.11 -2.15 4.59 0.32
H -4.71 -0.49 4.91 0.30
H -3.56 -1.62 2.28 0.25
H -4.42 -0.05 2.39 -0.16
H -1.19 1.85 3.81 0.37
H 1.54 -0.80 0.97 0.37
H 3.22 -2.61 1.42 0.34
H 4.49 -2.62 3.59 0.34
H 4.06 -0.80 5.25 0.33
H 2.42 0.98 4.77 0.35
C -8.32 1.36 -1.35 -0.84
O -7.44 1.66 -0.25 -0.45
C -6.09 1.66 -0.41 0.89
C -5.43 1.28 -1.60 -0.39
C -4.04 1.34 -1.66 -0.67
C -3.27 1.78 -0.56 0.53
C -1.84 1.93 -0.63 0.49
C -1.17 2.42 -1.72 0.15
C 0.32 2.39 -1.83 -0.23
O 1.11 1.87 -1.04 -0.56
C 0.64 3.14 -3.08 -0.02
C -0.54 3.60 -3.68 -0.03
C -0.52 4.34 -4.86 -0.37
C 0.71 4.65 -5.43 -0.44
C 1.91 4.20 -4.83 -0.46
C 1.87 3.42 -3.66 -0.31
C -1.73 3.21 -2.87 0.26
O -2.88 3.55 -3.12 -0.67
C -3.95 2.09 0.64 -0.52
C -5.33 2.05 0.71 -0.60
H -9.32 1.42 -0.90 0.26
H -8.24 2.10 -2.15 0.34
H -8.15 0.35 -1.75 0.31
H -5.99 0.94 -2.47 0.32
H -3.54 1.02 -2.58 0.43
H -1.25 1.68 0.24 -0.01
H -1.47 4.65 -5.30 0.46
H 0.76 5.25 -6.34 0.37
H 2.87 4.44 -5.29 0.37
H 2.77 3.03 -3.20 0.48
H -3.36 2.40 1.51 0.45
H -5.86 2.31 1.63 0.40
```

=====

Entry 2:
ORCA calculation (the ωB97M-V functional and the def2-TZVPD basis) on a molecular structure, C27H24BrP2S3W.

Its charge is +1.

Geometry as XYZ:
```
58
Properties=species:S:1:pos:R:3:mulliken_charge:R:1
W -1.20 -0.84 1.01 1.16
C 0.47 1.34 -1.32 -1.58
C 1.03 -0.04 -1.68 -1.62
P 0.98 -1.15 -0.23 1.03
C 1.17 -2.84 -0.87 0.75
C 0.74 -3.95 -0.16 -0.37
C 0.97 -5.22 -0.66 -0.77
C 1.61 -5.39 -1.87 -0.52
C 2.04 -4.29 -2.59 -0.77
C 1.83 -3.01 -2.09 -0.52
C 2.48 -0.81 0.73 1.16
C 2.89 -1.73 1.70 -0.34
C 4.00 -1.47 2.48 -0.87
C 4.72 -0.30 2.31 -0.53
C 4.34 0.61 1.34 -0.85
C 3.22 0.36 0.55 -0.54
P -0.97 1.26 -0.21 1.12
C -1.06 2.86 0.60 0.56
C -1.52 3.98 -0.09 -0.45
C -1.53 5.22 0.52 -0.71
C -1.07 5.35 1.83 -0.50
C -0.61 4.24 2.52 -0.71
C -0.60 2.99 1.91 -0.32
C -2.45 0.98 -1.18 0.50
C -3.69 1.13 -0.55 -0.21
C -4.86 0.83 -1.23 -0.84
C -4.78 0.38 -2.55 -0.46
C -3.56 0.24 -3.18 -0.83
C -2.39 0.54 -2.50 -0.62
H 1.20 1.92 -0.74 0.59
H 0.23 1.94 -2.19 0.72
H 2.03 0.05 -2.09 0.78
H 0.40 -0.53 -2.43 0.67
H 0.22 -3.84 0.79 0.39
H 0.63 -6.09 -0.10 0.44
H 1.78 -6.39 -2.26 0.40
H 2.56 -4.41 -3.53 0.42
H 2.19 -2.17 -2.66 0.31
H 2.34 -2.65 1.84 0.39
H 4.30 -2.19 3.23 0.43
H 5.59 -0.11 2.92 0.40
H 4.91 1.52 1.18 0.44
H 2.97 1.07 -0.22 0.14
H -1.89 3.88 -1.11 0.39
H -1.90 6.08 -0.01 0.42
H -1.08 6.31 2.31 0.40
H -0.26 4.34 3.54 0.43
H -0.25 2.13 2.47 0.26
H -3.74 1.48 0.48 0.43
H -5.82 0.94 -0.75 0.44
H -5.69 0.14 -3.08 0.42
H -3.52 -0.09 -4.21 0.44
H -1.44 0.44 -3.01 0.18
S -1.51 -0.68 5.52 -0.12
C -1.38 -0.65 3.94 0.21
S -2.50 0.09 2.72 -0.26
S -0.05 -1.27 2.92 -0.16
Br -2.55 -2.52 -0.03 -0.37
```

=====

Entry 3:
ORCA calculation (the ωB97M-V functional and the def2-TZVPD basis) on a molecular structure, C27H24Cl2N3OS2SbTi.

Its spin multiplicity is 3. As for the expectation value of S²: 2.012.

Geometry as XYZ:
```
61
Properties=species:S:1:pos:R:3:mulliken_spin:R:1
Ti 0.49 0.16 0.66 1.07
N 3.19 -1.21 3.77 0.00
C 2.24 -0.55 3.07 0.00
S 2.74 0.14 1.53 0.00
N 1.06 -0.46 3.60 0.00
N 0.16 0.19 2.77 -0.04
C -0.82 0.77 3.36 0.02
C -1.85 1.55 2.72 0.06
C -2.93 1.99 3.50 0.00
C -3.95 2.74 2.95 0.00
C -3.90 3.07 1.60 0.01
C -2.84 2.66 0.81 0.01
C -1.81 1.89 1.35 -0.03
O -0.81 1.49 0.57 -0.01
H 4.13 -1.25 3.42 0.00
H 2.96 -1.60 4.66 0.00
H -0.86 0.68 4.45 0.00
H -2.95 1.73 4.55 0.00
H -4.78 3.06 3.56 0.00
H -4.70 3.65 1.16 0.00
H -2.79 2.91 -0.24 0.00
Cl -2.65 -1.54 1.44 0.01
C -3.10 -1.05 -0.21 0.04
Cl -4.85 -0.88 -0.40 0.00
H -2.74 -1.82 -0.89 -0.01
H -2.63 -0.10 -0.42 -0.02
S 0.39 -1.57 -0.83 0.30
Sb 2.70 -2.79 -0.54 0.38
C 2.11 -4.45 -1.72 0.02
C 2.23 -5.75 -1.23 0.00
C 1.86 -6.83 -2.01 0.00
C 1.36 -6.62 -3.29 0.00
C 1.24 -5.33 -3.79 0.01
C 1.61 -4.25 -3.00 0.00
C 2.45 -3.62 1.40 0.04
C 1.21 -3.56 2.03 0.01
C 1.05 -4.09 3.30 0.00
C 2.12 -4.70 3.95 0.01
C 3.35 -4.77 3.32 0.00
C 3.52 -4.23 2.05 0.01
C 4.86 -3.03 -0.69 0.18
C 5.67 -2.12 -0.02 -0.04
C 7.05 -2.24 -0.08 0.00
C 7.63 -3.27 -0.81 0.01
C 6.82 -4.17 -1.49 0.00
C 5.44 -4.05 -1.44 -0.01
H 2.60 -5.92 -0.22 0.00
H 1.95 -7.84 -1.62 0.00
H 1.07 -7.47 -3.91 0.00
H 0.85 -5.17 -4.78 0.00
H 1.49 -3.24 -3.39 0.00
H 0.37 -3.09 1.54 0.00
H 0.08 -4.03 3.79 0.00
H 1.99 -5.12 4.94 0.00
H 4.19 -5.25 3.81 0.00
H 4.49 -4.28 1.58 0.00
H 5.23 -1.31 0.55 -0.01
H 7.68 -1.53 0.45 0.00
H 8.71 -3.36 -0.86 0.00
H 7.27 -4.97 -2.07 0.00
H 4.82 -4.76 -1.97 0.00
```

=====

Entry 4:
ORCA calculation (the ωB97M-V functional and the def2-TZVPD basis) on a molecular structure, C27H24Cl2N5O2SSiW.

Its spin multiplicity is 3. Its charge is -1. As for the expectation value of S²: 2.027.

Geometry as XYZ:
```
63
Properties=species:S:1:pos:R:3:mulliken_spin:R:1
W 0.87 -0.85 -0.24 1.72
Cl 7.88 -0.45 -0.51 0.00
C 6.23 -0.23 0.01 -0.01
C 5.25 -0.98 -0.63 0.01
C 3.92 -0.82 -0.24 -0.05
N 2.82 -1.46 -0.77 -0.05
C 2.80 -2.38 -1.78 -0.01
O 3.75 -2.89 -2.36 0.02
C 1.31 -2.58 -2.12 0.03
C 1.02 -3.62 -3.15 0.02
C 0.24 -4.67 -2.88 0.00
C -0.35 -4.86 -1.55 0.02
C -0.14 -3.91 -0.62 0.00
N 0.60 -2.79 -0.82 -0.03
C 3.59 0.08 0.79 0.04
C 4.58 0.82 1.41 -0.02
C 5.91 0.66 1.01 0.01
Cl 7.13 1.61 1.82 0.00
N 2.22 0.07 1.10 -0.04
C 1.69 0.72 2.15 0.04
O 2.19 1.58 2.87 0.08
C 0.32 0.19 2.46 0.08
C -0.48 0.77 3.43 -0.03
C -1.66 0.15 3.77 0.07
C -1.99 -1.06 3.15 -0.02
C -1.17 -1.55 2.17 0.07
N -0.03 -0.93 1.79 0.05
H 5.50 -1.67 -1.41 0.00
H 1.46 -3.47 -4.13 0.00
H 0.03 -5.40 -3.65 0.00
H -0.93 -5.74 -1.32 0.00
H -0.57 -4.02 0.37 0.00
H 4.33 1.51 2.20 0.00
H -0.13 1.68 3.89 0.00
H -2.32 0.58 4.52 0.01
H -2.89 -1.60 3.41 0.00
H -1.41 -2.45 1.63 0.00
C -2.13 3.85 1.49 0.00
Si -2.79 3.41 -0.19 0.00
C -4.62 3.81 -0.24 0.00
C -1.94 4.35 -1.54 0.00
C -2.63 1.55 -0.46 0.01
C -3.74 0.73 -0.56 0.01
C -3.61 -0.66 -0.71 0.00
C -2.35 -1.20 -0.69 0.02
N -1.26 -0.42 -0.59 -0.01
C -1.37 0.92 -0.53 0.00
S 0.20 1.64 -0.53 0.00
H -2.16 4.93 1.64 0.00
H -1.10 3.51 1.60 0.00
H -2.73 3.38 2.27 0.00
H -4.76 4.88 -0.10 0.00
H -5.17 3.29 0.55 0.00
H -5.06 3.54 -1.20 0.00
H -2.29 5.39 -1.56 0.00
H -2.15 3.89 -2.51 0.00
H -0.85 4.35 -1.41 0.00
H -4.73 1.16 -0.52 0.00
H -4.48 -1.30 -0.81 0.00
H -2.17 -2.26 -0.79 0.00
C 0.86 -1.12 -2.42 -0.04
H -0.11 -1.12 -2.91 0.00
H 1.58 -0.55 -3.02 -0.01
```

=====

Entry 5:
ORCA calculation (the ωB97M-V functional and the def2-TZVPD basis) on a molecular structure, C27H24FN5Pb.

Its charge is +2.

Geometry as XYZ:
```
58
Properties=species:S:1:pos:R:3:mulliken_charge:R:1
Pb 0.39 -1.44 -0.24 1.23
C -1.32 4.32 3.96 -1.55
C -0.71 3.34 3.02 0.40
C 0.16 3.80 2.02 -0.84
C 0.75 2.90 1.13 -0.37
C 0.39 1.54 1.06 0.29
N 0.69 0.79 -0.05 0.08
C 1.00 1.38 -1.29 0.22
C 0.12 2.34 -1.90 -0.18
C 0.41 3.04 -3.05 -0.89
C 1.43 2.55 -3.87 0.19
C 1.86 3.07 -5.21 -1.48
C 2.22 1.56 -3.33 -0.59
C 2.07 0.93 -2.10 0.79
N 2.99 -0.03 -1.75 0.54
C 4.24 -0.21 -2.35 -0.01
C 4.84 -1.29 -1.69 -0.92
C 3.99 -1.63 -0.61 -0.17
N 2.87 -0.85 -0.64 -0.91
C -0.44 1.05 2.17 1.12
C -1.04 1.98 3.04 -0.83
N -0.58 -0.30 2.55 0.65
C -1.35 -0.73 3.67 -0.19
C -1.01 -2.02 3.86 -0.87
C 0.12 -2.31 2.99 -0.12
N 0.37 -1.27 2.19 -0.78
H -1.73 5.18 3.44 0.40
H -2.10 3.86 4.59 0.36
H -0.57 4.70 4.64 0.36
H 0.46 4.85 1.90 0.45
H 1.37 3.26 0.30 0.57
H -0.78 2.55 -1.33 0.49
H -0.15 3.94 -3.20 0.43
H 1.87 2.27 -6.05 0.33
H 1.22 3.87 -5.56 0.41
H 2.90 3.44 -5.16 0.36
H 3.10 1.29 -3.92 0.28
H 4.53 0.39 -3.17 0.45
H 5.79 -1.79 -1.99 0.40
H 4.19 -2.38 0.16 0.42
H -1.68 1.61 3.87 -0.01
H -2.14 -0.20 4.19 0.42
H -1.43 -2.76 4.56 0.50
H 0.75 -3.22 3.02 0.43
F -3.48 -6.99 -0.57 -0.26
C -3.21 -5.67 -0.44 0.13
C -3.11 -4.87 -1.56 -0.26
C -2.86 -3.51 -1.50 -0.68
C -2.64 -2.91 -0.21 1.41
C -2.45 -1.49 -0.05 -1.68
C -2.74 -3.71 0.92 -0.24
C -2.96 -5.10 0.83 -0.45
H -3.14 -5.39 -2.57 0.35
H -2.93 -2.87 -2.42 0.36
H -2.71 -1.04 0.94 0.37
H -2.52 -0.85 -0.92 0.59
H -2.45 -3.27 1.93 0.08
H -2.88 -5.73 1.74 0.41
```

=====

Entry 6:
ORCA calculation (the ωB97M-V functional and the def2-TZVPD basis) on a molecular structure, C27H24IrN7S2.

Its spin multiplicity is 2. Its charge is +3. As for the expectation value of S²: 0.762.

Geometry as XYZ:
```
61
Properties=species:S:1:pos:R:3:mulliken_spin:R:1
Ir -0.47 0.18 0.98 0.10
C -1.53 -3.19 1.22 0.00
C -2.52 -2.12 0.96 0.00
N -2.25 -0.83 0.89 0.00
C -3.38 -0.06 0.66 0.01
C -4.53 -0.78 0.54 0.00
S -4.18 -2.44 0.74 0.00
C -3.10 1.37 0.62 0.00
C -3.86 2.47 0.46 0.00
S -2.89 3.88 0.51 0.00
C -1.48 2.96 0.75 0.00
N -1.75 1.67 0.80 -0.01
C -0.13 3.56 0.89 0.00
H -0.71 -2.82 1.84 0.00
H -1.12 -3.58 0.28 0.00
H -1.99 -4.03 1.74 0.00
H -5.53 -0.43 0.37 0.00
H -4.93 2.53 0.30 0.00
H -0.16 4.63 0.71 0.00
H 0.56 3.11 0.17 0.00
H 0.25 3.40 1.90 0.00
N 0.33 0.68 4.97 0.00
C -0.98 0.37 5.22 0.00
C -1.56 0.12 4.01 0.00
N -0.61 0.28 3.04 -0.01
C 0.53 0.62 3.65 -0.01
C 1.67 0.88 2.78 0.01
N 1.44 0.84 1.46 0.00
C 2.63 1.11 0.83 0.00
C 3.58 1.31 1.79 0.00
N 2.96 1.16 3.00 0.00
H 1.01 0.92 5.69 0.00
H -1.38 0.34 6.22 0.00
H -2.58 -0.15 3.79 0.00
H 2.73 1.14 -0.24 0.00
H 4.63 1.55 1.71 0.00
H 3.41 1.25 3.90 0.00
N -0.12 0.08 -0.94 0.81
C 0.49 -0.42 -1.93 -0.05
C 1.72 -1.19 -1.63 0.00
C 1.77 -1.99 -0.48 0.00
C 2.92 -2.67 -0.14 -0.01
C 4.05 -2.54 -0.95 0.01
C 4.01 -1.75 -2.09 0.01
C 2.85 -1.07 -2.44 0.00
C 0.00 -0.21 -3.30 0.13
C 0.21 -1.18 -4.27 -0.01
C -0.29 -0.98 -5.54 0.01
C -0.98 0.20 -5.85 0.00
C -1.19 1.17 -4.88 0.00
C -0.71 0.97 -3.60 0.01
H 0.86 -2.14 0.11 0.00
H 2.95 -3.32 0.72 0.00
H 4.95 -3.08 -0.71 0.00
H 4.88 -1.66 -2.72 0.00
H 2.81 -0.46 -3.32 0.00
H 0.74 -2.09 -4.03 0.00
H -0.13 -1.73 -6.30 0.00
H -1.35 0.35 -6.85 0.00
H -1.71 2.08 -5.13 0.00
H -0.84 1.73 -2.84 0.00
```

=====

| no. | total energy (eV) | maximum force (eV/Å) | molar mass (g/mol) |
| --- | --- | --- | --- |
| 1 | -51491.6579 | 3.1 | 475.54 |
| 2 | -151336.6039 | 0.7 | 770.38 |
| 3 | -111275.9236 | 0.2 | 711.18 |
| 4 | -85522.7665 | 0.4 | 765.42 |
| 5 | -43786.0606 | 3.6 | 644.72 |
| 6 | -63305.2043 | 0.7 | 702.89 |